No. 1
One molecule with the formula C6H15NO at a distorted geometry, computed with wB97M-V/def2-TZVPD.

Properties
**Energy relative to the best compared isomer or geometry (same formula, charge and spin)**: 116.99 kJ/mol
**HOMO**: -8.75 eV
**Spin multiplicity**: 1
**DFT total energy**: -10002.545 eV
**Kohn-Sham gap**: 9.8 eV

Element x y z (Å)
C1 0.7530 -1.0389 0.2579
C2 0.3410 1.1377 -0.9128
C3 -0.1145 0.1823 0.3733
C4 -0.5239 2.3849 -1.0287
C5 0.6368 -1.7500 1.7726
C6 -1.6109 -0.0851 0.3454
N1 0.3769 -1.9032 -0.8153
O1 1.6960 1.4845 -0.6709
H1 1.9835 2.1097 -1.3462
H2 1.7944 -0.7385 0.1280
H3 0.2663 0.5369 -1.8311
H4 0.1823 0.7730 1.2398
H5 1.0508 -2.6430 -0.9635
H6 -0.5442 -2.3037 -0.6837
H7 -0.5495 2.9169 -0.0780
H8 -1.5388 2.1300 -1.3213
H9 -0.1160 3.0628 -1.7833
H10 -1.9225 -0.3796 -0.6552
H11 -1.8801 -0.8795 1.0383
H12 -0.3169 -2.2662 1.8670
H13 0.7600 -1.0536 2.5979
H14 1.4404 -2.4823 1.8364
H15 -2.1644 0.8048 0.6333

No. 2
One molecule with the formula C6H10N2 at a distorted geometry, computed with wB97M-V/def2-TZVPD.

Properties
**Energy relative to the best compared isomer or geometry (same formula, charge and spin)**: 308.23 kJ/mol
**HOMO**: -7.80 eV
**Spin multiplicity**: 1
**DFT total energy**: -9361.242 eV
**Kohn-Sham gap**: 8.8 eV

Element x y z (Å)
C1 0.6120 -0.7899 0.3866
C2 -0.7730 1.1526 -0.7681
C3 0.4260 -1.7551 -0.7828
N1 1.7479 0.0600 0.2346
C4 -0.7159 0.2708 0.4286
C5 0.4475 1.8457 -0.1935
C6 -1.7117 0.0652 1.2882
N2 1.6528 1.3522 -0.0560
H1 2.5847 -0.1656 0.7526
H2 0.6825 -1.3452 1.3270
H3 -0.5928 0.6517 -1.7181
H4 -1.6486 1.8008 -0.7897
H5 0.4165 2.9275 -0.1820
H6 -0.5531 -2.2339 -0.7291
H7 0.5107 -1.2369 -1.7392
H8 1.2095 -2.5164 -0.7532
H9 -2.7100 0.4329 1.1050
H10 -1.5852 -0.5164 2.1890

No. 3
A 3-piece molecular cluster, C4H16N2O2 overall at a distorted geometry, computed with wB97M-V/def2-TZVPD.

Properties
**Energy relative to the best compared isomer or geometry (same formula, charge and spin)**: 236.59 kJ/mol
**HOMO**: -8.51 eV
**Spin multiplicity**: 1
**DFT total energy**: -11480.519 eV
**Kohn-Sham gap**: 9.2 eV

Element x y z (Å)
C1 1.8956 -0.6652 -2.6730
N1 2.4243 0.3577 -1.7618
C2 0.3712 1.5211 -0.7099
C3 1.6746 0.7307 -0.5624
C4 1.5588 -0.4985 0.3699
N2 2.8185 -0.9627 1.0178
H1 2.8373 -1.3252 -2.9159
H2 1.2351 -1.4127 -2.1847
H3 1.5204 -0.3053 -3.5962
H4 2.9246 1.0665 -2.2402
H5 -0.5631 1.0504 -0.0749
H6 -0.1395 1.3248 -1.6581
H7 0.4559 2.6946 -0.6399
H8 2.3987 1.2838 0.1026
H9 0.8441 -0.1514 1.1916
H10 1.1472 -1.2794 -0.2266
H11 3.6098 -0.4654 0.6414
H12 3.0248 -1.8785 0.8166
H13 -6.6390 0.4575 -0.1720
H14 -5.1604 0.4289 -0.0779
O1 -6.0252 -0.0472 0.3077
H15 -2.8024 0.4162 3.9104
H16 -2.8594 -1.0416 4.0774
O2 -2.9166 -0.3472 3.4057

No. 4
A 6-piece molecular cluster, C32H66F6O16 overall at a distorted geometry, computed with wB97M-V/def2-TZVPD.

Properties
**Energy relative to the best compared isomer or geometry (same formula, charge and spin)**: 52.56 kJ/mol
**HOMO**: -9.54 eV
**Spin multiplicity**: 1
**DFT total energy**: -83312.305 eV
**Kohn-Sham gap**: 10.0 eV

Element x y z (Å)
C1 -5.6298 3.7412 5.4414
O1 -6.1054 2.9788 4.3563
C2 -7.2301 2.2034 4.7058
C3 -7.6436 1.3079 3.5636
O2 -6.6596 0.3373 3.3305
C4 -6.6618 -0.2180 2.0220
C5 -5.8719 -1.5160 2.0807
O3 -6.7821 -2.5584 2.3343
C6 -6.1670 -3.7743 2.6736
H1 -4.7699 4.2875 5.0488
H2 -5.3527 3.1167 6.2953
H3 -6.3570 4.5047 5.7505
H4 -8.0613 2.8964 4.9134
H5 -7.1126 1.6355 5.6362
H6 -7.8233 1.8667 2.6341
H7 -8.6125 0.8380 3.7900
H8 -6.1825 0.4979 1.3509
H9 -7.6979 -0.4211 1.7453
H10 -5.1894 -1.3991 2.9366
H11 -5.2105 -1.7346 1.2363
H12 -5.5506 -4.2164 1.8846
H13 -6.9277 -4.5245 2.8876
H14 -5.5881 -3.6131 3.5887
C7 9.8326 -0.4888 1.0565
O4 9.1209 -0.4623 2.2677
C8 7.8433 0.1253 2.1056
C9 7.0633 0.3119 3.3856
O5 6.7301 -0.8434 4.1270
C10 5.8556 -1.7002 3.4406
C11 4.4443 -1.1783 3.1883
O6 3.7701 -0.7474 4.3497
C12 2.4459 -0.4168 4.0422
H15 10.7272 -1.0695 1.2914
H16 10.1660 0.5096 0.7478
H17 9.3089 -0.9640 0.2210
H18 7.2721 -0.5124 1.4199
H19 7.9782 1.1336 1.6967
H20 6.2358 1.0096 3.2588
H21 7.7570 0.8539 4.0400
H22 5.7866 -2.6651 3.9487
H23 6.2844 -1.9730 2.4689
H24 3.9023 -1.9700 2.6602
H25 4.5490 -0.2804 2.5607
H26 1.8482 -1.2930 3.7585
H27 2.4200 0.2961 3.2085
H28 1.8956 0.0250 4.8718
C13 2.6093 0.3316 -6.0040
O7 1.8280 -0.6827 -5.4136
C14 1.8847 -0.5706 -4.0099
C15 1.1472 -1.6786 -3.2946
O8 -0.2318 -1.5027 -3.5434
C16 -1.0204 -2.4152 -2.7663
C17 -2.4319 -2.4609 -3.2559
O9 -3.1837 -3.1716 -2.2977
C18 -4.4952 -3.4408 -2.6998
H29 2.3953 0.3115 -7.0731
H30 3.6783 0.1074 -5.9163
H31 2.3919 1.3300 -5.6194
H32 1.4494 0.3764 -3.6632
H33 2.9288 -0.5032 -3.6768
H34 1.4329 -1.6412 -2.2363
H35 1.4077 -2.6708 -3.6809
H36 -0.9598 -1.9531 -1.7768
H37 -0.5831 -3.4191 -2.7911
H38 -2.5850 -2.8590 -4.2654
H39 -2.8014 -1.4246 -3.3270
H40 -4.5939 -3.6485 -3.7760
H41 -5.1969 -2.6305 -2.4952
H42 -4.8592 -4.3850 -2.2916
C19 5.4604 2.7660 1.4948
O10 5.1848 1.5913 0.7875
C20 3.9139 1.5958 0.1499
C21 3.7508 0.3008 -0.6128
O11 4.6277 0.2905 -1.7176
C22 5.2695 -0.9547 -1.9406
C23 5.7837 -1.0588 -3.3637
O12 6.9180 -0.2361 -3.5625
C24 7.3138 -0.2065 -4.8983
H43 5.0414 3.6298 0.9640
H44 6.5191 2.9042 1.6970
H45 4.9816 2.8526 2.4835
H46 3.8412 2.4752 -0.4988
H47 3.1988 1.6487 0.9838
H48 2.7330 0.2656 -1.0188
H49 3.9269 -0.5262 0.0825
H50 4.5489 -1.7701 -1.8200
H51 6.1063 -1.0204 -1.2405
H52 5.0271 -0.8857 -4.1351
H53 6.1150 -2.1001 -3.4938
H54 7.7445 -1.1485 -5.2563
H55 8.0432 0.5967 -5.0280
H56 6.5181 0.0950 -5.5962
C25 -4.0244 2.6360 -2.7049
C26 -3.9749 1.1228 -2.4738
O13 -5.0892 0.4719 -3.1119
C27 -6.0824 0.0415 -2.3723
O14 -6.1169 -0.0082 -1.1808
C28 -7.2410 -0.4879 -3.2900
F1 -7.4756 -1.7602 -2.9910
F2 -8.3404 0.2282 -2.9909
F3 -6.9851 -0.3266 -4.5770
H57 -3.3721 3.0316 -1.9241
H58 -5.0341 3.0283 -2.6244
H59 -3.6008 2.8632 -3.6807
H60 -4.0026 0.9066 -1.4083
H61 -3.0641 0.6913 -2.8819
C29 -4.0263 2.2555 2.4143
C30 -3.5926 1.5791 1.1116
O15 -2.2187 1.7979 0.8907
C31 -1.4888 0.8249 0.3691
O16 -1.8872 -0.2600 0.0762
C32 0.0010 1.1672 0.1979
F4 0.7042 0.2437 0.8260
F5 0.3683 1.1653 -1.0728
F6 0.2703 2.3777 0.6751
H62 -5.1065 2.3033 2.5579
H63 -3.6711 3.2882 2.4369
H64 -3.6467 1.7514 3.3053
H65 -4.2035 2.0827 0.3578
H66 -3.9279 0.5437 1.1575

No. 5
An isolated ion of composition C13H16NO and charge +1 at a distorted geometry, computed with wB97M-V/def2-TZVPD.

Properties
**Energy relative to the best compared isomer or geometry (same formula, charge and spin)**: 431.33 kJ/mol
**HOMO**: -13.04 eV
**Spin multiplicity**: 1
**DFT total energy**: -17267.028 eV
**Kohn-Sham gap**: 9.2 eV
**Net charge**: +1

Element x y z (Å)
C1 -1.0750 -3.1152 0.2743
C2 0.2431 -3.1242 0.6620
C3 -1.5642 -1.9414 -0.3047
C4 0.9541 -1.9818 0.7803
C5 -0.8009 -0.7599 -0.4574
C6 0.4761 -0.7982 0.2414
C7 0.6496 1.3153 1.2697
C8 0.7917 2.6623 1.1712
C9 2.5032 0.2109 1.2455
C10 -1.4941 0.3716 -1.1654
C11 -2.4665 1.0664 -0.2341
C12 -1.4914 0.5047 -2.4864
C13 1.6846 0.9336 -0.9039
N1 1.2870 0.3715 0.3573
O1 3.5907 0.3291 0.8341
H1 -1.6668 -3.9950 0.1241
H2 0.6641 -4.0126 1.1119
H3 -2.5099 -1.7855 -0.7744
H4 1.8286 -2.0602 1.4211
H5 1.4329 3.0961 0.4821
H6 0.2121 3.4116 1.9100
H7 2.1683 0.0553 2.3188
H8 -2.1169 2.1239 -0.2968
H9 -2.5802 0.4154 0.6225
H10 -3.4600 0.9316 -0.7019
H11 -0.0087 0.9102 2.1423
H12 -1.9344 1.3738 -2.8473
H13 -0.8016 0.1741 -3.2132
H14 2.2179 0.1656 -1.5687
H15 0.7528 1.4988 -1.3339
H16 2.5139 1.6522 -0.6804

No. 6
One molecule with the formula C4H9OP3 at a distorted geometry, computed with wB97M-V/def2-TZVPD.

Properties
**Energy relative to the best compared isomer or geometry (same formula, charge and spin)**: 7.66 kJ/mol
**HOMO**: -8.55 eV
**Spin multiplicity**: 1
**DFT total energy**: -34205.245 eV
**Kohn-Sham gap**: 8.2 eV

Element x y z (Å)
C1 2.7425 1.0140 -0.0838
C2 -2.1841 -0.0199 1.2484
C3 -1.4659 -0.7260 0.1716
C4 -0.7270 0.1859 -0.7874
O1 0.0681 -0.4483 -1.7923
P1 2.5935 1.2292 -1.7692
P2 2.0820 -0.4881 0.5873
P3 1.6911 -0.8658 -1.6304
H1 3.4734 1.8280 0.5947
H2 -1.9185 1.0433 1.0856
H3 -3.2345 -0.1095 1.0229
H4 -1.8521 -0.4228 2.1818
H5 -2.1376 -1.3348 -0.3944
H6 -0.7943 -1.4154 0.6049
H7 -1.4738 0.6646 -1.3463
H8 -0.1322 1.0743 -0.4064
H9 3.2695 -1.2086 0.7130

No. 7
A 2-piece molecular cluster, CHClFNO2 overall at a distorted geometry, computed with wB97M-V/def2-TZVPD.

Properties
**Energy relative to the best compared isomer or geometry (same formula, charge and spin)**: 193.52 kJ/mol
**HOMO (spin up / spin down)**: -9.21 / -9.84 eV
**Spin multiplicity**: 1
**DFT total energy**: -21872.813 eV
**Kohn-Sham gap (spin up / spin down)**: 8.1 / 9.3 eV

Element x y z (Å)
C1 0.1479 -0.5027 -0.4049
N1 2.3078 0.4063 -0.0899
O1 2.9997 -0.5006 0.2342
O2 2.4759 1.5879 -0.3659
F1 0.1292 -0.3513 -1.7345
Cl1 0.7150 -2.0528 0.0687
H1 -0.6561 -0.1021 0.2367

No. 8
C22H12N4O13W as an isolated structure at a distorted geometry, computed with wB97M-V/def2-TZVPD.

Properties
**Energy relative to the best compared isomer or geometry (same formula, charge and spin)**: 39.25 kJ/mol
**HOMO**: -15.50 eV
**Spin multiplicity**: 1
**DFT total energy**: -57385.279 eV
**Kohn-Sham gap**: 5.6 eV
**Net charge**: +2

Element x y z (Å)
W1 0.3101 -0.1460 0.6846
O1 2.0172 1.4295 -0.5421
C1 1.3652 2.6644 -0.7041
C2 1.5988 3.4943 -1.7843
C3 0.8561 4.6620 -1.9247
C4 -0.1197 4.9971 -0.9978
C5 -0.3732 4.1618 0.0760
C6 0.3617 2.9880 0.2303
C7 0.0797 1.9497 1.2308
O2 1.0576 1.2602 1.7857
N1 -1.1514 1.4675 1.3591
N2 -1.1106 0.2824 2.0979
C8 -1.8942 -0.0177 3.0863
C9 -1.6003 -1.1792 3.8700
C10 -2.4502 -1.4934 4.9502
C11 -2.1524 -2.5217 5.8215
C12 -0.9626 -3.2173 5.6696
C13 -0.0956 -2.9357 4.6107
C14 -0.4182 -1.9518 3.7012
O3 0.4466 -1.7017 2.5558
H1 2.9534 1.5322 -0.7974
H2 2.3445 3.2355 -2.5220
H3 1.0423 5.3045 -2.7724
H4 -0.6876 5.9063 -1.1178
H5 -1.1144 4.4136 0.8154
H6 -2.7224 0.6349 3.3679
H7 -3.3427 -0.9022 5.0926
H8 -2.8330 -2.7802 6.6182
H9 -0.6957 -3.9974 6.3653
H10 0.8144 -3.5074 4.5107
O4 2.8412 -2.4262 -1.2393
C15 1.9784 -1.6245 -1.0940
O5 1.7593 -1.0189 0.1231
C16 1.0721 -1.1613 -2.2167
C17 1.3708 -1.6624 -3.4902
C18 0.6477 -1.2536 -4.6018
C19 -0.3547 -0.3004 -4.5119
C20 -0.6521 0.2251 -3.2642
C21 0.0235 -0.2105 -2.1085
O6 -0.2822 0.3264 -0.9192
N3 -1.6606 1.2926 -3.1607
O7 -2.0994 1.7178 -4.1881
O8 -1.9339 1.6848 -2.0464
N4 0.9459 -1.8385 -5.9392
O9 0.2673 -1.4394 -6.8408
O10 1.8340 -2.6395 -5.9760
H11 2.1786 -2.3776 -3.6048
H12 -0.8932 0.0322 -5.3961
O11 -0.6843 -1.7358 0.3930
O12 0.0775 -2.8979 0.6552
O13 1.3426 -3.8057 2.2467
C22 0.6984 -2.9189 1.8428

No. 9
C20H32N3OOsPSi as an isolated structure at a distorted geometry, computed with wB97M-V/def2-TZVPD.

Properties
**HOMO (spin up / spin down)**: -3.00 / -7.30 eV
**Spin multiplicity**: 5
**DFT total energy**: -47405.529 eV
**Kohn-Sham gap (spin up / spin down)**: 3.1 / 5.1 eV

Element x y z (Å)
Os1 -0.1647 0.2268 -0.3243
Si1 0.1542 2.5430 -0.8459
P1 -1.0613 0.1855 -2.4192
N1 1.2202 -0.7633 -0.8481
H1 -2.5033 -0.3957 -0.0252
C1 -1.8249 -1.4357 -2.7836
H2 -2.2594 -1.4510 -3.7836
H3 -2.6221 -1.6508 -2.0736
H4 -1.0736 -2.2243 -2.7211
C2 -2.3661 1.3623 -2.9681
H5 -2.6805 1.0851 -3.9758
H6 -1.9820 2.3831 -2.9900
H7 -3.2348 1.2971 -2.3101
C3 0.1913 0.2884 -3.7601
H8 -0.3042 0.2265 -4.7285
H9 0.8792 -0.5528 -3.6714
H10 0.7372 1.2279 -3.7014
C4 -1.1454 3.8494 -0.2640
H11 -1.4130 3.6916 0.8107
H12 -2.0635 3.8386 -0.9032
H13 -0.6438 4.8388 -0.3641
H14 1.3215 2.7992 -0.0702
H15 0.3811 2.8506 -2.2475
C5 2.5224 -0.8544 -1.0907
C6 4.4989 -2.2326 -1.3201
C7 3.1733 -2.1235 -0.9615
C8 3.2569 0.2967 -1.5094
C9 4.5859 0.1535 -1.8573
C10 5.1936 -1.1042 -1.7786
H16 5.0018 -3.1995 -1.2405
H17 2.5645 -2.9508 -0.6016
H18 2.7304 1.2597 -1.5367
H19 5.1388 1.0429 -2.1781
H20 6.2418 -1.1923 -2.0633
C11 -2.6531 0.2908 0.7979
O1 -1.5839 1.2029 0.8362
C12 -2.8558 -0.7611 1.8512
H21 -3.9175 -0.7640 2.0778
H22 -2.4761 -0.5535 2.8377
H23 -2.5173 -1.7130 1.4510
C13 -3.9079 1.1379 0.5434
H24 -4.7048 0.4105 0.2506
H25 -3.8027 1.9799 -0.1829
H26 -4.2662 1.6807 1.4625
N2 0.9907 0.8925 3.7846
C14 0.7684 1.3091 2.5044
N3 0.6037 0.2473 1.7214
C15 0.6944 -0.9453 2.4801
C16 0.3350 -2.2513 2.1968
C17 0.3251 -3.1734 3.2204
C18 0.6658 -2.7824 4.5277
C19 0.9634 -1.4496 4.7968
C20 0.9890 -0.5315 3.8223
H27 1.1877 1.4630 4.5829
H28 0.6722 2.3290 2.2395
H29 0.0516 -2.5031 1.1311
H30 0.0779 -4.2201 3.0292
H31 0.6966 -3.5407 5.3183
H32 1.2132 -1.0708 5.8255

No. 10
C16H16LiN7S2 as an isolated structure, computed with wB97M-V/def2-TZVPD.

Properties
**HOMO**: -7.00 eV
**Spin multiplicity**: 1
**DFT total energy**: -49159.470 eV
**Kohn-Sham gap**: 7.3 eV

Element x y z (Å)
Li1 -0.4672 -0.6012 0.1964
N1 1.3590 -2.8095 -3.0159
C1 0.7975 -2.5300 -1.8039
S1 -0.9127 -2.5542 -1.6650
N2 1.6683 -2.3108 -0.8290
N3 1.0961 -1.7685 0.2482
C2 1.6194 -1.8991 1.4049
C3 0.8869 -1.3223 2.5332
C4 1.4100 -1.3490 3.8262
C5 0.6683 -0.8241 4.8664
C6 -0.5812 -0.2828 4.5978
C7 -1.0251 -0.2913 3.2873
N4 -0.3252 -0.7955 2.2749
H1 0.7985 -3.3410 -3.6566
H2 2.3553 -2.9618 -3.0280
H3 2.5375 -2.4581 1.5742
H4 2.3886 -1.7814 3.9918
H5 1.0538 -0.8402 5.8783
H6 -1.1938 0.1380 5.3838
H7 -1.9962 0.1204 3.0344
C8 -1.4362 4.3082 2.7804
N5 -1.5077 4.2693 1.3360
C9 -2.2444 5.1268 0.5425
C10 -2.1245 4.7114 -0.7206
N6 -1.3177 3.5660 -0.7218
C11 -0.9233 3.2898 0.5825
S2 0.1097 2.1527 1.2148
C12 -1.0531 2.8261 -1.9116
C13 -1.1342 3.4943 -3.1331
C14 -0.8812 2.7906 -4.2949
C15 -0.5392 1.4538 -4.2085
C16 -0.4835 0.8815 -2.9509
N7 -0.7484 1.5408 -1.8182
H8 -1.7985 5.2748 3.1221
H9 -0.4081 4.1600 3.0994
H10 -2.0468 3.5166 3.2147
H11 -2.7756 5.9726 0.9452
H12 -2.5639 5.1221 -1.6085
H13 -1.3564 4.5492 -3.1819
H14 -0.9382 3.2895 -5.2538
H15 -0.3256 0.8579 -5.0852
H16 -0.2428 -0.1695 -2.8447

No. 11
One molecule with the formula C4H6N2 at a distorted geometry, computed with wB97M-V/def2-TZVPD.

Properties
**Energy relative to the best compared isomer or geometry (same formula, charge and spin)**: 158.82 kJ/mol
**HOMO**: -10.31 eV
**Spin multiplicity**: 1
**DFT total energy**: -7223.945 eV
**Kohn-Sham gap**: 11.2 eV

Element x y z (Å)
C1 1.4316 -0.2379 0.1887
C2 -0.0047 0.2226 0.0576
C3 -1.0085 -0.7776 -0.3636
N1 -0.9490 -0.3569 1.0298
C4 -0.1757 1.5864 -0.4290
N2 -0.2931 2.6651 -0.8339
H1 1.9076 -0.2257 -0.7977
H2 1.4441 -1.2624 0.5723
H3 2.0048 0.3978 0.8658
H4 -1.8379 -0.3869 -0.9511
H5 -0.7243 -1.8040 -0.5466
H6 -1.8200 0.1331 1.1388

No. 12
One molecule with the formula C3H8N4 at a distorted geometry, computed with wB97M-V/def2-TZVPD.

Properties
**Energy relative to the best compared isomer or geometry (same formula, charge and spin)**: 478.12 kJ/mol
**HOMO (spin up / spin down)**: -7.84 / -7.84 eV
**Spin multiplicity**: 1
**DFT total energy**: -9196.678 eV
**Kohn-Sham gap (spin up / spin down)**: 8.7 / 8.7 eV

Element x y z (Å)
C1 -0.4311 -0.2991 0.2636
C2 -0.8113 1.2329 0.1692
C3 -1.3871 -1.3781 0.0488
N1 0.7192 -0.7293 0.5938
N2 1.7447 0.0470 0.9430
N3 2.8967 -0.3569 -0.8897
N4 2.8918 0.0062 0.3559
H1 -1.6284 1.5701 0.8182
H2 -0.8944 1.4885 -0.9025
H3 0.0720 1.6724 0.4977
H4 -1.7968 -1.5177 1.0191
H5 -1.0194 -2.3663 -0.2964
H6 -2.1755 -1.1283 -0.5583
H7 3.8199 -0.4140 -1.2697
H8 3.5556 0.5287 0.9626